Entry 1:
{"formula": "C3H2S2", "method": "wB97M-V/def2-TZVPD", "symbols": ["C", "C", "C", "S", "S", "H", "H"], "positions_angstrom": [[-0.39, -0.88, -0.15], [0.65, -1.64, -0.41], [0.51, 0.34, 0.24], [-1.99, -0.10, -0.37], [-0.72, 1.53, -0.32], [0.56, 0.47, 1.32], [1.38, 0.27, -0.31]], "multiplicity": 3, "s2": 2.02, "energy_ev": -24806.3730, "relative_energy_kj_mol": 275.7, "molar_mass_g_mol": 102.183}



Entry 2:
{"formula": "C4H13NO2", "method": "wB97M-V/def2-TZVPD", "symbols": ["C", "N", "C", "C", "C", "H", "H", "H", "H", "H", "H", "H", "H", "H", "H", "H", "O", "H", "H", "O"], "positions_angstrom": [[0.12, 1.35, 1.09], [-0.41, 0.28, 1.90], [-0.25, -0.99, 1.27], [1.00, -0.78, 0.37], [0.80, 0.66, -0.10], [-0.70, 2.02, 0.80], [0.71, 1.98, 1.78], [-1.38, 0.50, 2.15], [-0.05, -1.79, 1.99], [-1.10, -1.43, 0.73], [1.14, -1.64, -0.28], [1.84, -0.73, 1.08], [1.61, 1.26, -0.50], [0.12, 0.70, -0.96], [-2.70, -0.11, -0.58], [-2.90, 1.32, -0.80], [-3.40, 0.53, -0.55], [2.03, -1.32, -2.43], [1.79, -1.14, -3.90], [1.73, -0.65, -3.06]], "charge": 1, "multiplicity": 2, "s2": 0.75, "energy_ev": -9934.7342, "relative_energy_kj_mol": 137.1, "molar_mass_g_mol": 107.153}



Entry 3:
{"formula": "C27H45ClN2O15P2S4", "method": "wB97M-V/def2-TZVPD", "symbols": ["C", "C", "C", "C", "C", "C", "C", "N", "C", "P", "O", "O", "O", "C", "P", "O", "O", "C", "O", "N", "Cl", "C", "O", "H", "H", "H", "H", "H", "H", "H", "H", "H", "H", "H", "H", "H", "O", "S", "O", "C", "C", "C", "C", "H", "H", "H", "H", "H", "H", "H", "H", "O", "S", "O", "C", "C", "C", "C", "H", "H", "H", "H", "H", "H", "H", "H", "O", "S", "O", "C", "C", "C", "C", "H", "H", "H", "H", "H", "H", "H", "H", "O", "S", "O", "C", "C", "C", "C", "H", "H", "H", "H", "H", "H", "H", "H"], "positions_angstrom": [[1.86, -0.08, -1.14], [2.08, 0.91, -2.41], [1.45, 2.35, -2.04], [2.47, 3.52, -1.99], [1.90, 4.91, -1.59], [0.43, 5.22, -1.28], [0.02, 6.72, -0.93], [0.88, 7.76, -1.56], [-0.57, 4.00, -1.33], [-2.41, 4.28, -0.89], [-2.64, 5.53, -0.04], [-3.04, 2.97, 0.04], [-3.33, 4.48, -2.33], [-0.09, 2.55, -1.74], [-1.33, 1.09, -1.86], [-0.76, -0.12, -2.92], [-2.79, 1.64, -2.62], [3.23, 5.78, -1.61], [3.57, 6.81, -1.01], [4.20, 5.08, -2.54], [3.34, 5.37, -4.06], [4.04, 3.61, -2.28], [4.96, 2.77, -2.27], [2.79, -0.15, -0.48], [1.02, 0.36, -0.49], [1.55, -1.13, -1.45], [1.61, 0.47, -3.37], [3.20, 0.99, -2.62], [-1.04, 6.87, -1.36], [-0.04, 6.81, 0.22], [0.32, 8.57, -1.88], [1.53, 8.17, -0.86], [-2.33, 2.76, 0.70], [-4.14, 3.91, -2.22], [-0.65, 0.24, -3.83], [-3.55, 1.25, -2.11], [-5.00, 0.00, -1.86], [-4.81, -1.42, -1.63], [-4.45, -1.94, -0.34], [-6.26, -2.28, -2.23], [-5.95, -2.56, -3.69], [-4.49, -3.02, -3.73], [-3.68, -2.05, -2.86], [-7.15, -1.66, -2.08], [-6.35, -3.21, -1.65], [-6.62, -3.32, -4.10], [-6.07, -1.65, -4.28], [-4.42, -4.03, -3.31], [-4.11, -3.06, -4.75], [-2.85, -2.55, -2.37], [-3.32, -1.21, -3.45], [-0.83, -3.35, 2.56], [-1.69, -4.19, 1.77], [-1.40, -4.51, 0.39], [-1.98, -5.71, 2.67], [-3.20, -5.41, 3.53], [-4.17, -4.65, 2.62], [-3.37, -3.57, 1.89], [-1.10, -5.97, 3.25], [-2.20, -6.49, 1.94], [-3.65, -6.32, 3.92], [-2.92, -4.78, 4.38], [-4.61, -5.34, 1.89], [-5.00, -4.21, 3.19], [-3.76, -3.38, 0.89], [-3.34, -2.64, 2.46], [4.81, -0.04, -1.46], [5.84, -0.55, -2.33], [5.59, -0.88, -3.72], [7.25, 0.54, -2.25], [8.07, 0.00, -1.09], [8.06, -1.52, -1.24], [6.62, -1.94, -1.52], [6.91, 1.57, -2.10], [7.79, 0.46, -3.19], [9.09, 0.40, -1.10], [7.61, 0.28, -0.14], [8.70, -1.80, -2.09], [8.46, -2.02, -0.35], [6.58, -2.81, -2.18], [6.08, -2.15, -0.60], [-2.59, 0.00, 6.94], [-1.58, 0.17, 5.92], [-1.69, 1.17, 4.88], [0.01, 0.34, 6.72], [0.52, -1.09, 6.86], [0.19, -1.78, 5.54], [-1.25, -1.42, 5.17], [-0.11, 0.86, 7.67], [0.66, 0.92, 6.05], [1.58, -1.11, 7.08], [-0.01, -1.59, 7.68], [0.87, -1.41, 4.76], [0.33, -2.86, 5.60], [-1.39, -1.35, 4.09], [-1.96, -2.14, 5.59]], "energy_ev": -136857.1215, "molar_mass_g_mol": 863.325, "smiles": "CCc1c2c(c(CN)c(P(=O)(O)O)c1P(O)O)C(=O)N(Cl)C2=O.O=S1(=O)CCCC1.O=S1(=O)CCCC1.O=S1(=O)CCCC1.O=S1(=O)CCCC1"}



Entry 4:
{"formula": "C30H42F8O32P2", "method": "wB97M-V/def2-TZVPD", "symbols": ["O", "C", "O", "C", "C", "F", "O", "H", "H", "H", "O", "C", "O", "C", "C", "F", "O", "H", "H", "H", "O", "C", "O", "C", "C", "F", "O", "H", "H", "H", "O", "C", "O", "C", "C", "F", "O", "H", "H", "H", "O", "C", "O", "C", "C", "F", "O", "H", "H", "H", "O", "C", "O", "C", "C", "F", "O", "H", "H", "H", "O", "C", "O", "C", "C", "F", "O", "H", "H", "H", "O", "C", "O", "C", "C", "F", "O", "H", "H", "H", "C", "O", "P", "O", "O", "C", "O", "C", "H", "H", "H", "H", "H", "H", "H", "H", "H", "C", "O", "P", "O", "O", "C", "O", "C", "H", "H", "H", "H", "H", "H", "H", "H", "H"], "positions_angstrom": [[8.13, 2.91, -0.05], [6.98, 2.84, -0.34], [6.51, 2.66, -1.60], [5.10, 2.82, -1.53], [4.80, 2.44, -0.11], [4.77, 1.08, 0.04], [5.94, 2.93, 0.54], [4.86, 3.88, -1.68], [4.57, 2.26, -2.30], [3.88, 2.83, 0.31], [2.91, 6.64, -0.19], [2.36, 5.94, -0.97], [2.30, 4.59, -0.87], [1.54, 4.08, -1.96], [1.49, 5.25, -2.92], [0.29, 5.36, -3.53], [1.70, 6.36, -2.08], [1.99, 3.17, -2.37], [0.56, 3.71, -1.66], [2.27, 5.21, -3.69], [0.59, -0.46, -4.17], [1.72, -0.59, -4.48], [2.46, 0.45, -4.98], [3.60, -0.10, -5.60], [3.77, -1.44, -4.94], [4.50, -1.38, -3.80], [2.43, -1.74, -4.57], [3.44, -0.20, -6.68], [4.46, 0.57, -5.57], [4.15, -2.22, -5.59], [-2.51, -0.86, -7.30], [-2.08, -1.64, -6.53], [-0.83, -2.15, -6.55], [-0.76, -3.25, -5.64], [-2.01, -3.10, -4.79], [-1.70, -2.52, -3.57], [-2.78, -2.17, -5.48], [-0.75, -4.17, -6.23], [0.15, -3.18, -5.04], [-2.55, -4.01, -4.56], [3.94, 1.31, 3.46], [3.18, 2.16, 3.18], [3.57, 3.42, 2.80], [2.42, 4.26, 2.85], [1.30, 3.26, 2.64], [1.07, 3.08, 1.30], [1.82, 2.08, 3.18], [2.34, 4.68, 3.86], [2.44, 5.10, 2.16], [0.36, 3.50, 3.13], [2.30, 0.52, -1.27], [1.17, 0.30, -0.96], [0.66, -0.93, -0.84], [-0.76, -0.83, -1.00], [-0.98, 0.55, -0.42], [-1.15, 0.52, 0.95], [0.20, 1.23, -0.75], [-1.06, -0.78, -2.04], [-1.32, -1.61, -0.49], [-1.84, 1.10, -0.81], [-5.67, 2.02, 3.75], [-4.51, 2.21, 3.84], [-3.53, 1.37, 3.51], [-2.26, 1.93, 3.88], [-2.64, 3.41, 3.94], [-2.58, 3.90, 2.63], [-3.96, 3.40, 4.32], [-2.00, 1.47, 4.83], [-1.45, 1.74, 3.18], [-1.95, 4.02, 4.51], [-1.65, -3.52, 1.44], [-1.26, -4.34, 0.68], [-0.99, -4.09, -0.61], [-0.61, -5.28, -1.29], [-0.58, -6.33, -0.17], [0.69, -6.75, 0.10], [-1.06, -5.65, 0.96], [-1.32, -5.48, -2.08], [0.40, -5.15, -1.70], [-1.18, -7.21, -0.38], [1.24, -1.80, 2.12], [1.65, -1.68, 3.49], [0.66, -2.17, 4.60], [0.35, -3.60, 4.62], [1.28, -1.60, 5.94], [2.10, -2.50, 6.71], [-0.58, -1.21, 4.35], [-1.87, -1.55, 4.88], [1.52, -0.87, 1.62], [0.17, -1.98, 2.03], [1.79, -2.61, 1.65], [3.16, -2.34, 6.48], [1.84, -3.54, 6.54], [1.92, -2.26, 7.76], [-1.82, -2.32, 5.65], [-2.45, -1.90, 4.03], [-2.35, -0.66, 5.28], [-4.73, 1.99, 0.15], [-4.52, 1.00, -0.87], [-4.85, -0.50, -0.53], [-6.25, -0.90, -0.67], [-4.22, -0.63, 0.93], [-4.65, -1.72, 1.78], [-3.82, -1.27, -1.46], [-4.13, -2.62, -1.81], [-5.38, 2.77, -0.24], [-3.76, 2.41, 0.43], [-5.21, 1.58, 1.03], [-5.66, -2.04, 1.51], [-4.64, -1.33, 2.79], [-3.94, -2.54, 1.67], [-4.82, -3.12, -1.12], [-3.20, -3.19, -1.82], [-4.62, -2.66, -2.78]], "energy_ev": -137635.3718, "relative_energy_kj_mol": 0.0, "molar_mass_g_mol": 1128.566, "smiles": "O=C1OC[C@@H](F)O1.O=C1OC[C@@H](F)O1.O=C1OC[C@@H](F)O1.O=C1OC[C@@H](F)O1.O=C1OC[C@@H](F)O1.O=C1OC[C@@H](F)O1.O=C1OC[C@@H](F)O1.O=C1OC[C@@H](F)O1.COP(=O)(OC)OC.COP(=O)(OC)OC"}



Entry 5:
{"formula": "C5H12NOS", "method": "wB97M-V/def2-TZVPD", "symbols": ["C", "C", "C", "C", "C", "N", "O", "S", "H", "H", "H", "H", "H", "H", "H", "H", "H", "H", "H", "H"], "positions_angstrom": [[-2.17, -1.20, 0.09], [-1.68, -1.09, -2.19], [-0.17, 0.79, -0.30], [2.07, 1.52, 0.36], [0.91, -0.26, 1.72], [1.13, 0.35, 0.41], [-2.43, -0.93, -1.14], [-0.27, 0.48, -1.92], [-1.42, -1.87, 0.38], [-2.74, -0.55, 0.77], [-1.13, -2.04, -2.37], [-2.17, -0.80, -3.18], [-0.78, 1.60, 0.13], [3.04, 1.36, 0.85], [2.18, 1.72, -0.65], [1.57, 2.28, 0.88], [1.72, -0.91, 2.05], [0.73, 0.49, 2.51], [-0.05, -0.63, 1.74], [1.67, -0.32, -0.14]], "charge": 1, "energy_ev": -19741.1593, "relative_energy_kj_mol": 378.9, "molar_mass_g_mol": 134.224}



Entry 6:
{"formula": "C6H8N", "method": "wB97M-V/def2-TZVPD", "symbols": ["C", "C", "C", "C", "C", "C", "N", "H", "H", "H", "H", "H", "H", "H", "H"], "positions_angstrom": [[0.96, -2.07, -1.04], [1.02, -1.05, -0.29], [0.94, -3.26, -1.86], [0.84, -2.10, -2.47], [0.75, 0.19, -0.17], [-0.95, 0.60, 1.55], [-0.54, 0.86, 0.13], [0.82, -4.33, -1.97], [0.88, -1.37, -3.20], [1.58, 0.76, 0.20], [-1.82, 1.29, 1.55], [-1.03, -0.41, 1.72], [-0.07, 0.96, 2.08], [-0.46, 1.88, 0.10], [-1.49, 0.65, -0.39]], "charge": 1, "multiplicity": 3, "s2": 2.01, "energy_ev": -7825.2651, "relative_energy_kj_mol": 456.9, "molar_mass_g_mol": 94.137}



Entry 7:
{"formula": "C59H61CoN5OS", "method": "wB97M-V/def2-TZVPD", "symbols": ["Co", "C", "C", "C", "C", "C", "C", "C", "N", "C", "C", "C", "C", "C", "C", "C", "C", "C", "C", "N", "C", "C", "C", "N", "C", "C", "C", "C", "C", "C", "C", "C", "C", "C", "C", "C", "C", "C", "N", "C", "C", "H", "H", "H", "H", "H", "H", "H", "H", "H", "H", "H", "H", "H", "H", "H", "H", "H", "H", "H", "H", "H", "H", "H", "H", "H", "H", "H", "H", "H", "H", "H", "H", "H", "H", "H", "H", "H", "H", "H", "H", "H", "H", "H", "H", "N", "C", "C", "C", "C", "C", "C", "C", "C", "C", "C", "C", "C", "C", "H", "H", "H", "H", "H", "H", "H", "H", "H", "H", "C", "C", "O", "S", "C", "C", "C", "C", "C", "C", "C", "C", "H", "H", "H", "H", "H", "H", "H"], "positions_angstrom": [[0.02, -0.21, -0.12], [-3.73, -2.65, -4.13], [-2.30, -2.49, -4.65], [-1.33, -2.34, -3.51], [-0.52, -3.30, -2.96], [-0.31, -4.71, -3.41], [-1.15, -5.71, -2.62], [0.12, -2.69, -1.83], [-0.28, -1.39, -1.71], [-1.14, -1.15, -2.74], [-1.66, 0.09, -3.07], [-1.49, 1.25, -2.31], [-1.94, 2.55, -2.68], [-2.57, 2.91, -3.99], [-1.53, 3.05, -5.11], [-1.66, 3.38, -1.62], [-1.06, 2.56, -0.61], [-0.73, 3.01, 0.66], [-0.14, 2.24, 1.64], [0.28, 0.95, 1.51], [0.96, 0.64, 2.65], [1.69, -0.52, 2.85], [1.84, -1.54, 1.92], [1.19, -1.62, 0.72], [1.56, -2.80, 0.16], [1.03, -3.33, -1.01], [2.49, -3.48, 1.00], [2.67, -2.68, 2.11], [3.59, -2.94, 3.27], [2.88, -3.64, 4.43], [3.12, -4.80, 0.70], [2.23, -5.97, 1.13], [0.91, 1.74, 3.57], [0.22, 2.74, 2.94], [-0.14, 4.10, 3.46], [-1.61, 4.12, 3.91], [1.52, 1.76, 4.94], [0.70, 0.97, 5.96], [-0.95, 1.28, -1.06], [-1.88, 4.85, -1.52], [-0.60, 5.64, -1.79], [-4.44, -2.70, -4.96], [-3.82, -3.56, -3.54], [-3.99, -1.81, -3.49], [-2.04, -3.37, -5.24], [-2.25, -1.62, -5.30], [-0.56, -4.80, -4.47], [0.75, -4.97, -3.30], [-2.21, -5.51, -2.77], [-0.94, -6.73, -2.94], [-0.94, -5.62, -1.56], [-2.22, 0.17, -3.99], [-3.30, 2.15, -4.27], [-3.10, 3.87, -3.89], [-0.95, 2.13, -5.19], [-2.02, 3.25, -6.07], [-0.85, 3.86, -4.89], [-0.94, 4.05, 0.89], [2.22, -0.62, 3.79], [1.33, -4.33, -1.29], [4.43, -3.56, 2.94], [4.00, -1.99, 3.62], [2.53, -4.63, 4.12], [3.57, -3.77, 5.27], [2.03, -3.06, 4.76], [3.32, -4.88, -0.38], [4.09, -4.88, 1.21], [1.26, -5.88, 0.64], [2.67, -6.93, 0.86], [2.07, -5.94, 2.20], [0.50, 4.36, 4.31], [0.00, 4.85, 2.69], [-1.78, 3.37, 4.68], [-1.89, 5.10, 4.31], [-2.25, 3.88, 3.07], [2.53, 1.34, 4.89], [1.61, 2.79, 5.29], [0.58, -0.06, 5.63], [1.20, 0.97, 6.94], [-0.28, 1.41, 6.08], [-2.65, 5.16, -2.24], [-2.25, 5.11, -0.52], [-0.19, 5.38, -2.76], [-0.79, 6.72, -1.76], [0.15, 5.40, -1.04], [-1.46, -0.91, 0.49], [-2.49, -1.62, 0.64], [-3.84, -1.05, 0.54], [-4.04, 0.13, -0.19], [-5.28, 0.72, -0.25], [-6.36, 0.17, 0.42], [-6.17, -1.00, 1.16], [-4.93, -1.60, 1.22], [-2.37, -3.07, 0.91], [-3.18, -4.00, 0.25], [-3.03, -5.35, 0.48], [-2.06, -5.81, 1.36], [-1.23, -4.90, 2.00], [-1.38, -3.54, 1.78], [-3.19, 0.56, -0.71], [-5.41, 1.63, -0.82], [-7.33, 0.63, 0.38], [-7.01, -1.42, 1.70], [-4.80, -2.50, 1.80], [-3.91, -3.65, -0.47], [-3.66, -6.06, -0.03], [-1.93, -6.87, 1.53], [-0.46, -5.25, 2.68], [-0.73, -2.83, 2.27], [5.98, 6.81, -2.40], [6.99, 6.20, -1.46], [8.16, 5.97, -1.73], [6.32, 5.96, 0.20], [5.18, 4.62, -0.15], [5.67, 3.39, -0.56], [4.80, 2.34, -0.80], [3.42, 2.50, -0.61], [2.95, 3.76, -0.22], [3.81, 4.81, 0.01], [2.49, 1.46, -0.73], [1.59, 0.64, -0.71], [6.35, 6.76, -3.42], [5.82, 7.85, -2.13], [5.03, 6.29, -2.32], [6.73, 3.26, -0.70], [5.18, 1.38, -1.10], [1.88, 3.88, -0.08], [3.44, 5.77, 0.33]], "charge": -2, "multiplicity": 2, "s2": 0.80, "energy_ev": -120134.3124, "relative_energy_kj_mol": 83.4, "molar_mass_g_mol": 947.171}



Entry 8:
{"formula": "C3H8NS", "method": "wB97M-V/def2-TZVPD", "symbols": ["S", "H", "C", "C", "N", "C", "H", "H", "H", "H", "H", "H", "H"], "positions_angstrom": [[-0.91, 1.50, 2.34], [-2.08, 1.98, 2.79], [-0.93, -0.06, -2.06], [0.03, -0.50, -1.22], [0.02, -0.52, 0.14], [1.29, -0.47, 0.85], [-1.83, 0.48, -1.83], [-0.66, -0.17, -3.11], [0.94, -0.90, -1.67], [-0.70, 0.04, 0.64], [1.09, -0.61, 1.91], [1.94, -1.27, 0.49], [1.80, 0.50, 0.74]], "charge": -1, "energy_ev": -15566.4441, "relative_energy_kj_mol": 57.7, "molar_mass_g_mol": 90.171}



Entry 9:
{"formula": "C6H9N2O2", "method": "wB97M-V/def2-TZVPD", "symbols": ["C", "C", "O", "O", "H", "H", "H", "C", "C", "C", "C", "N", "N", "H", "H", "H", "H", "H", "H"], "positions_angstrom": [[2.31, -3.76, -1.18], [1.98, -2.34, -0.43], [1.75, -1.29, -1.05], [2.31, -2.43, 0.75], [1.93, -3.62, -2.20], [1.67, -4.47, -0.61], [3.37, -3.99, -1.24], [-2.08, 3.76, 0.75], [-0.42, 0.64, 0.55], [-1.76, 2.38, 0.42], [-2.45, 1.43, -0.21], [-0.54, 1.94, 0.97], [-1.50, 0.33, -0.23], [0.57, 0.20, 0.67], [-1.63, -0.49, -0.82], [-3.32, 1.14, -0.61], [-1.12, 4.31, 1.00], [-2.69, 3.75, 1.70], [-2.49, 4.40, -0.07]], "charge": -1, "energy_ev": -13443.6180, "relative_energy_kj_mol": 207.0, "molar_mass_g_mol": 141.150}